# 1
ORCA calculation (ωB97M-V with the def2-TZVPD basis set) on C32H24AsF6N5O11S8W as an isolated structure.

```
88
Properties=species:S:1:pos:R:3
W -0.70 0.42 0.30
C -1.62 -2.65 -3.14
C -1.75 -1.63 -2.05
N -0.70 -1.08 -1.54
N 0.49 -1.48 -2.15
C 1.44 -1.57 -1.30
S 1.30 -1.13 0.36
S 3.04 -2.12 -1.74
C 2.78 -2.63 -3.47
C 3.14 -1.56 -4.46
C 4.42 -1.51 -5.00
C 4.78 -0.52 -5.90
C 3.85 0.45 -6.27
C 2.57 0.41 -5.73
C 2.22 -0.59 -4.83
C -3.08 -1.24 -1.59
C -4.18 -2.10 -1.72
C -5.44 -1.68 -1.36
C -5.63 -0.38 -0.90
C -4.56 0.48 -0.76
C -3.27 0.04 -1.08
O -2.22 0.86 -0.91
H -0.88 -2.33 -3.87
H -2.58 -2.82 -3.63
H -1.26 -3.59 -2.71
H 1.74 -2.94 -3.56
H 3.41 -3.51 -3.61
H 5.15 -2.26 -4.71
H 5.78 -0.49 -6.31
H 4.12 1.23 -6.96
H 1.84 1.17 -5.98
H 1.24 -0.59 -4.37
H -4.03 -3.11 -2.07
H -6.28 -2.36 -1.43
H -6.62 -0.04 -0.62
H -4.68 1.48 -0.38
F -2.77 4.79 1.43
C -3.14 3.51 1.45
F -4.07 3.35 2.40
F -3.71 3.24 0.27
S -1.67 2.44 1.82
O -0.87 2.59 0.55
O -1.19 3.06 3.01
N -2.01 0.96 1.78
S -2.89 -1.53 1.70
O -1.51 -1.22 0.93
O -3.20 -2.93 1.45
C -2.10 -1.55 3.44
F -0.86 -1.11 3.50
F -2.88 -0.78 4.23
F -2.14 -2.79 3.92
O 3.16 1.13 2.63
As 2.11 1.94 1.46
O 1.84 3.50 1.77
O 0.71 0.95 1.65
C 3.17 1.59 -0.14
C 4.47 1.15 0.11
C 5.39 1.00 -0.92
C 5.04 1.29 -2.22
C 3.74 1.72 -2.49
C 2.82 1.87 -1.47
S 1.16 2.32 -1.95
O 0.99 1.97 -3.33
O 0.89 3.67 -1.56
O 0.45 1.30 -1.08
H 2.71 1.09 3.48
H 4.76 0.90 1.12
H 6.38 0.63 -0.68
H 5.74 1.16 -3.03
H 3.43 1.91 -3.51
S 6.03 -3.91 3.46
C 4.40 -4.29 3.28
S 3.52 -4.04 1.82
C 2.02 -4.63 2.55
N 2.21 -4.98 3.80
N 3.53 -4.79 4.19
C 3.79 -5.08 5.55
C 2.78 -4.81 6.48
C 2.99 -5.09 7.82
C 4.19 -5.65 8.25
C 5.18 -5.93 7.31
C 4.99 -5.65 5.97
S 0.59 -4.69 1.65
H 1.85 -4.39 6.13
H 2.20 -4.88 8.53
H 4.35 -5.87 9.29
H 6.12 -6.37 7.63
H 5.76 -5.86 5.25
```

Properties
- frontier orbital gap (eV) = 5.4
- total charge = -2
- calculated total energy (Ha) = -8422.98452



# 2
ORCA calculation (ωB97M-V with the def2-TZVPD basis set) on C32H24BaCl3N4O3 as an isolated structure.

```
67
Properties=species:S:1:pos:R:3
Ba -0.29 -0.25 0.17
O 0.36 1.63 1.22
C 0.77 2.33 2.24
C 1.37 3.61 2.11
C 1.86 4.29 3.21
C 1.77 3.76 4.49
C 1.13 2.54 4.65
C 0.60 1.85 3.56
C -0.19 0.62 3.82
N -1.41 0.42 3.58
C -2.24 1.46 2.99
C -3.32 0.83 2.11
N -2.86 0.58 0.75
C -3.60 1.04 -0.18
C -3.42 0.92 -1.63
C -4.28 1.68 -2.43
C -4.23 1.63 -3.81
C -3.30 0.77 -4.41
C -2.45 -0.01 -3.65
C -2.47 0.03 -2.22
O -1.68 -0.69 -1.52
H 1.45 4.04 1.12
H 2.33 5.26 3.06
H 2.17 4.29 5.34
H 1.02 2.12 5.64
H 0.33 -0.21 4.31
H -1.69 2.21 2.42
H -2.75 1.96 3.82
H -4.22 1.47 2.10
H -3.60 -0.13 2.56
H -4.51 1.59 0.11
H -5.00 2.33 -1.94
H -4.90 2.23 -4.41
H -3.24 0.71 -5.49
H -1.73 -0.67 -4.11
C 1.02 -3.49 -3.33
C 1.74 -2.85 -4.32
C 2.13 -1.53 -4.13
C 1.78 -0.90 -2.94
N 1.08 -1.52 -1.99
C 0.71 -2.78 -2.19
C 2.14 0.53 -2.67
C 3.14 1.18 -3.38
C 3.40 2.51 -3.10
C 2.66 3.15 -2.13
C 1.69 2.42 -1.45
N 1.44 1.14 -1.71
H 0.70 -4.52 -3.44
H 2.00 -3.36 -5.24
H 2.66 -1.00 -4.91
H 0.12 -3.23 -1.39
H 3.72 0.65 -4.12
H 4.18 3.03 -3.64
H 2.83 4.19 -1.89
H 1.10 2.85 -0.66
Cl 1.55 -6.99 4.13
C 1.24 -5.55 3.18
C 0.11 -4.80 3.42
C -0.12 -3.67 2.67
Cl -1.57 -2.75 2.94
C 0.76 -3.20 1.66
O 0.53 -2.12 1.00
C 1.88 -4.03 1.46
Cl 3.05 -3.57 0.24
C 2.13 -5.18 2.20
H -0.60 -5.10 4.18
H 3.02 -5.76 2.00
```

Properties
- frontier orbital gap (eV) = 7.0
- total charge = -1
- calculated total energy (Ha) = -3084.81246



# 3
ORCA calculation (ωB97M-V with the def2-TZVPD basis set) on C32H24Cl5FN5O2Ti as an isolated structure.

```
70
Properties=species:S:1:pos:R:3
Ti 1.00 0.30 0.71
Cl 3.03 -2.14 0.71
C 2.39 -1.83 -0.89
C 1.37 -0.88 -1.03
C 0.90 -0.74 -2.35
Cl -0.40 0.38 -2.72
C 1.40 -1.47 -3.43
Cl 0.79 -1.22 -5.03
C 2.41 -2.40 -3.23
Cl 3.04 -3.31 -4.55
C 2.90 -2.59 -1.94
Cl 4.13 -3.78 -1.68
N 1.69 1.84 -0.44
C 1.63 2.60 -1.28
C 1.50 3.65 -2.28
C 2.56 3.98 -3.11
C 2.40 4.99 -4.06
C 1.19 5.65 -4.17
C 0.14 5.32 -3.33
C 0.29 4.31 -2.38
H 3.50 3.45 -3.01
H 3.23 5.24 -4.71
H 1.07 6.43 -4.91
H -0.81 5.83 -3.41
H -0.52 4.03 -1.71
F 2.51 0.62 1.66
N -2.14 4.66 1.19
C -2.07 3.27 0.96
C -0.85 2.65 0.89
N -0.73 1.29 0.63
C -1.93 0.64 0.41
C -3.11 1.30 0.50
N -3.24 2.65 0.78
H -1.40 5.03 1.76
H -3.06 4.94 1.49
H 0.06 3.21 1.03
H -1.89 -0.40 0.18
H -4.03 0.76 0.33
C -1.51 5.88 4.33
C -0.39 4.95 3.92
C 0.85 5.46 3.56
C 1.89 4.61 3.20
C 1.69 3.24 3.19
C 0.45 2.71 3.56
N 0.28 1.31 3.46
C 0.98 0.36 4.22
C 1.94 0.66 5.17
C 2.63 -0.38 5.80
C 2.35 -1.71 5.49
C 1.38 -1.99 4.53
C 0.70 -0.97 3.91
C -0.32 -1.19 2.83
O -1.48 -1.27 3.18
O 0.10 -1.18 1.58
C -0.60 3.56 3.94
C -1.96 3.01 4.31
H -1.16 6.92 4.32
H -1.87 5.66 5.34
H -2.37 5.80 3.66
H 1.00 6.54 3.55
H 2.85 5.02 2.90
H 2.46 2.55 2.88
H -0.65 1.02 3.19
H 2.18 1.69 5.40
H 3.39 -0.14 6.54
H 2.89 -2.51 5.98
H 1.15 -3.02 4.27
H -1.96 1.93 4.45
H -2.70 3.24 3.54
H -2.31 3.46 5.25
```

Properties
- multiplicity = 3
- frontier orbital gap (spin up / spin down) (eV) = 5.1 / 7.5
- total charge = -1
- calculated total energy (Ha) = -4908.59661
- <S²> = 2.018



Which of these has the lowest calculated total energy? C32H24AsF6N5O11S8W